Entry 1:
Computed, not measured: a 2-piece molecular cluster, C7H10NP overall at a distorted geometry, with ωB97M-V with the def2-TZVPD basis set.

Each line ends with the natural charge from an NBO analysis.
CARTESIAN COORDINATES (ANGSTROEM)
P -1.5021 1.4886 -0.2823  0.80
N -2.1496 1.0321 1.2298  -1.18
C -1.9765 -1.4721 -1.6210  -0.50
C 2.2260 0.6022 1.1551  -0.22
C 0.9432 0.6893 -1.2579  -0.21
C 2.9247 0.2848 0.0217  -0.20
C 0.8573 0.9112 1.1139  -0.18
C 0.1606 0.9762 -0.0826  -0.44
C 2.1805 0.2418 -1.2044  -0.21
H 0.2940 1.1180 2.1202  0.22
H -1.9512 -1.4837 -0.5746  0.17
H 2.8743 -0.0400 -2.0046  0.21
H -3.1206 0.8696 1.0244  0.38
H -2.7393 -1.8121 -2.2585  0.17
H -2.2985 1.6552 2.0755  0.40
H -1.1937 -0.8569 -1.9466  0.15
H 2.6582 0.7822 2.1394  0.22
H 3.9623 0.1914 -0.2423  0.22
H 0.3274 0.6196 -2.1073  0.21

Computed properties:
max |F|	4.21	eV/Å
E	-668.689416	a.u.
Kohn-Sham gap (spin up / spin down)	7.8 / 7.5	eV
ΔE to the lowest compared entry with this formula, charge and spin	60.8	kcal per mole
spin multiplicity	1

Entry 2:
Computed, not measured: a 2-piece molecular cluster, C7H15N2 overall at a distorted geometry, with ωB97M-V with the def2-TZVPD basis set.

Each line ends with the natural charge from an NBO analysis.
CARTESIAN COORDINATES (ANGSTROEM)
N 1.3050 2.1686 -0.0508  -0.63
N 0.9426 -1.3332 -0.8431  -0.57
C -1.7539 1.3693 -0.3221  -0.45
C 1.0582 -0.0229 1.1494  -0.55
C -2.1157 0.2991 0.4091  -0.16
C 1.2001 0.8822 -0.0221  0.54
C -2.3695 -1.1530 -0.1125  -0.68
C 1.5015 -0.0342 -1.1594  -0.36
C 1.3781 -1.4619 0.5212  -0.18
H 0.9952 2.7136 0.7348  0.44
H 1.6300 2.4761 -0.9417  0.44
H -3.3822 -1.3817 0.3164  0.25
H -1.7385 -1.9191 0.3002  0.21
H -0.0474 -1.4983 -0.7854  0.38
H 0.9639 -2.2098 1.0030  0.21
H 1.1660 0.2112 -2.1259  0.25
H 2.5221 -1.5086 0.6549  0.19
H 1.5338 0.2595 1.9839  0.26
H -2.1281 0.1525 1.5191  0.21
H 2.5403 -0.3454 -1.2340  0.27
H -1.3588 2.3240 0.0989  0.19
H -1.7134 1.3774 -1.4529  0.22
H -2.2240 -1.3318 -1.2593  0.22
H 0.0947 -0.0335 1.6182  0.28

Computed properties:
max |F|	6.08	eV/Å
E	-384.875550	a.u.
Kohn-Sham gap	8.8	eV
ΔE to the lowest compared entry with this formula, charge and spin	76.1	kcal per mole
charge	+1
spin multiplicity	1

Entry 3:
Computed, not measured: a 2-piece molecular cluster, CH3F3Si overall at a distorted geometry, with ωB97M-V with the def2-TZVPD basis set.

Each line ends with the natural charge from an NBO analysis.
CARTESIAN COORDINATES (ANGSTROEM)
Si -1.0956 -0.0666 -0.0323  0.81
F 1.5869 1.5346 0.6231  -0.57
F 1.4900 -0.2134 -1.2302  -0.29
F 1.3683 -0.7154 0.8739  -0.29
C 0.8501 -0.0288 -0.1011  0.73
H -1.2475 -1.0486 0.9398  -0.15
H -1.7586 1.0559 0.4874  -0.12
H -1.1936 -0.5178 -1.5606  -0.11

Computed properties:
max |F|	4.34	eV/Å
E	-628.887848	a.u.
Kohn-Sham gap	11.9	eV
ΔE to the lowest compared entry with this formula, charge and spin	203.8	kcal per mole
spin multiplicity	1

Entry 4:
Computed, not measured: C38H39GdNO2P2Si as an isolated structure at a distorted geometry, with ωB97M-V with the def2-TZVPD basis set.

Each line ends with the Löwdin spin population.
CARTESIAN COORDINATES (ANGSTROEM)
Gd -0.2315 -0.1575 0.0301  6.84
P 1.6399 -2.0657 -0.6247  0.00
P 0.1429 1.4789 -2.1531  0.01
Si 2.0333 1.7352 2.2164  0.00
O 1.3912 0.9761 0.9074  -0.02
O -2.9239 2.0839 1.2589  0.01
N -1.0913 -1.5046 -2.3958  0.00
C -3.6533 -2.6004 -2.3194  0.00
C -1.2342 3.9207 3.5224  0.00
C 1.7353 -3.2686 0.7417  0.00
C -0.5433 0.9978 -3.7923  0.00
C 2.9123 -0.6641 3.3812  0.00
C -2.1404 -0.8310 -2.9912  0.01
C 1.4233 -0.4789 5.7334  0.00
C 1.3530 4.5061 2.6525  0.00
C -4.5743 -0.4851 -3.2419  0.00
C 1.2801 -3.1444 -2.0732  0.00
C 1.8557 1.9437 -2.5611  0.00
C -3.0484 1.2500 -3.9100  0.00
C 4.3498 2.9415 3.4360  0.00
C 0.9429 3.1658 2.7451  0.00
C -1.9497 0.4561 -3.6039  0.00
C 2.1109 0.4647 3.6042  0.00
C 5.6798 3.3883 3.4905  0.00
C -2.6940 -4.7805 -1.6000  0.00
C -0.8114 5.2538 3.4712  0.00
C 3.8000 2.4271 2.2435  0.00
C -0.3657 2.8876 3.1673  0.00
C -3.4839 -1.3232 -2.8699  0.00
C -0.3010 -5.0138 -1.4904  0.00
C -1.2469 -2.8582 -2.1753  0.00
C -2.5599 -3.4310 -2.0405  0.00
C 1.3861 0.5622 4.7921  0.00
C 6.4823 3.3191 2.3488  0.00
C 3.3609 -1.5885 -0.9051  0.00
C -4.3591 0.7864 -3.7100  0.00
C 2.9610 -1.7003 4.3227  0.00
C -1.5888 -5.5400 -1.3001  0.00
C 5.9494 2.8088 1.1583  0.00
C -2.0973 1.3964 0.8408  0.00
C 4.6160 2.3639 1.1101  0.00
C 2.2127 -1.6100 5.5029  0.00
C -0.1153 -3.7122 -1.9396  0.00
C 0.4823 5.5435 3.0215  0.00
C -0.6691 3.0953 -1.8575  0.00
H 6.5705 2.7487 0.2632  0.00
H 2.0430 -2.7641 1.6675  0.00
H -0.5562 1.8699 -4.4587  0.00
H 3.4448 -1.0505 -1.8570  0.00
H -1.4848 6.0570 3.7702  0.00
H 4.2076 1.9560 0.1819  0.00
H -2.2499 3.6868 3.8466  0.00
H 3.7473 2.9919 4.3487  0.00
H 3.5115 -0.7400 2.4670  0.00
H -4.6624 -2.9837 -2.1760  0.00
H 3.5887 -2.5742 4.1369  0.00
H 0.8172 6.5806 2.9554  0.00
H 2.2556 -2.4134 6.2401  0.00
H 2.3518 4.7446 2.2864  0.00
H 7.5232 3.6577 2.3807  0.00
H -0.2564 3.5245 -0.9295  0.00
H 3.6747 -0.9148 -0.0976  0.00
H 2.3423 2.2957 -1.6399  0.00
H 2.0224 -3.9526 -2.1025  0.00
H 0.1221 0.2150 -4.1853  0.00
H 6.0901 3.7846 4.4198  0.00
H 3.9912 -2.4859 -0.9210  0.00
H -1.7531 2.9508 -1.7358  0.00
H 0.7826 1.4475 5.0017  0.00
H -2.8949 2.2637 -4.2846  0.00
H 0.7489 -3.7171 0.9139  0.00
H 2.3889 1.0544 -2.9296  0.00
H -2.0080 -0.8944 -0.2690  0.13
H 1.3625 -2.5098 -2.9649  0.00
H -0.7061 1.8547 3.2281  0.00
H 0.8399 -0.3997 6.6466  0.00
H 2.4581 -4.0516 0.4874  0.00
H -0.4720 3.7664 -2.7076  0.00
H -5.5804 -0.8921 -3.1301  0.00
H 1.8702 2.7336 -3.3263  0.00
H -5.1991 1.4398 -3.9362  0.00
H 0.5675 -5.6286 -1.2461  0.00
H -1.6992 -6.5524 -0.9124  0.00
H -3.7033 -5.1901 -1.5159  0.00

Computed properties:
max |F|	5.05	eV/Å
E	-3414.403033	a.u.
Kohn-Sham gap (spin up / spin down)	7.0 / 6.8	eV
ΔE to the lowest compared entry with this formula, charge and spin	35.8	kcal per mole
charge	+1
spin multiplicity	8

Entry 5:
Computed, not measured: a 2-piece molecular cluster, C8H17NO3 overall at a distorted geometry, with ωB97M-V with the def2-TZVPD basis set.

Each line ends with the natural charge from an NBO analysis.
CARTESIAN COORDINATES (ANGSTROEM)
O 1.2693 -3.0472 -0.7323  -0.57
O -1.5097 0.0130 1.6263  -0.77
O 0.7603 2.4437 -0.0127  -0.74
N -0.0320 -0.3832 -0.4203  -0.53
C -0.4384 0.7514 -1.1146  -0.18
C 0.3640 -2.4039 -1.8734  -0.08
C 1.3677 -0.6203 0.0076  -0.27
C -0.5484 -1.5830 -1.0953  -0.27
C -0.6798 2.2936 -0.1845  0.08
C -0.8709 1.2649 2.3028  -0.08
C 1.5302 -2.0387 0.3074  -0.14
C -1.4148 2.3034 1.1915  -0.49
H 0.1562 1.0557 2.4550  0.19
H -0.4535 -2.3574 -0.1062  0.24
H 0.8450 -1.9255 -2.5175  0.16
H -1.5866 -1.4609 -1.5288  0.24
H 2.6102 -2.3483 0.4659  0.22
H -0.9635 -0.2596 0.9265  0.48
H 2.2623 -0.5345 -0.8583  0.18
H -1.2702 1.7337 3.3074  0.20
H -0.0707 -3.2970 -2.3817  0.21
H 0.7328 3.0904 0.7201  0.46
H -1.1218 0.5916 -1.9876  0.20
H -1.0435 2.7095 -1.2987  0.21
H -1.3380 3.4154 1.4195  0.20
H 2.0439 -0.1196 0.6898  0.26
H -2.5100 1.9943 1.1544  0.26
H 0.8345 1.2573 -1.6406  0.15
H 1.0754 -2.5389 1.1785  0.20

Computed properties:
max |F|	8.55	eV/Å
E	-595.153845	a.u.
Kohn-Sham gap	9.1	eV
ΔE to the lowest compared entry with this formula, charge and spin	200.9	kcal per mole
spin multiplicity	1

Which of these has the highest max |F|?
C8H17NO3

What is the ΔE to the lowest compared entry with this formula, charge and spin in the third record?
203.8 kcal per mole

What is the E in the first record?
-668.689416 a.u.